1.
Entry from OMol25: a 2-piece molecular cluster, C2BrNO2 overall at a distorted geometry (wB97M-V/def2-TZVPD).

```
6
Properties=species:S:1:pos:R:3:forces:R:3
C 0.5310 -2.6374 0.3028 -0.9 1.4 -1.5
C 0.0312 1.2602 -0.5780 0.7 -0.2 -2.8
N -0.3275 0.5524 0.3491 0.0 0.7 -0.1
O 0.0896 -1.9121 -0.4622 0.9 -1.8 1.4
O 0.3807 1.6374 -1.6515 -0.8 -0.3 2.6
Br -0.7050 1.0995 2.0397 -0.1 0.2 0.4
```
Positions in Å, forces in eV/Å.

For the energy relative to the best compared isomer or geometry (same formula, charge and spin), the calculation gives 0.0 kcal/mol. The calculation puts the HOMO energy at -10.3 eV. Its spin multiplicity is 1. The orbital gap is 9.84 eV. The calculation puts the maximum force at 2.90 eV Å⁻¹.

---

2.
Entry from OMol25: C39H39N5O6STeW as an isolated structure at a distorted geometry (wB97M-V/def2-TZVPD).

```
92
Properties=species:S:1:pos:R:3:forces:R:3
W -0.1570 0.3375 -0.6046 -0.4 0.2 2.3
O 1.2424 -0.6631 -4.2896 0.0 -0.1 -0.3
C 1.3016 -0.6959 -3.0919 0.0 -0.1 0.6
O 0.2072 -0.4768 -2.2867 0.5 0.6 -1.2
C 2.4684 -0.9814 -2.2835 -0.4 -0.5 -0.1
C 3.6882 -1.6426 -2.6595 0.3 0.7 -0.1
C 4.5538 -3.2169 -1.3192 -0.2 0.2 0.0
C 4.0509 -3.5628 0.0579 0.1 -0.1 0.0
C 4.0924 -4.7763 0.7287 -0.1 0.0 0.0
C 3.6514 -4.8339 2.0478 0.0 0.0 0.0
C 3.1719 -3.6939 2.6877 0.0 0.0 0.0
C 3.1126 -2.4788 2.0131 0.1 0.0 0.0
C 3.5619 -2.4308 0.7020 -0.1 0.0 0.0
N 2.2557 -1.1093 -0.9243 0.4 -0.6 0.4
H 4.1434 -1.3027 -3.5861 0.0 -0.2 0.0
H 5.4988 -3.7085 -1.5449 0.0 0.0 0.0
H 4.4739 -5.6676 0.2428 0.0 0.0 0.0
H 3.6973 -5.7724 2.5873 0.0 0.0 0.0
H 2.8488 -3.7539 3.7199 0.0 0.0 0.0
H 2.7318 -1.5854 2.4991 0.0 0.0 0.0
O 1.0758 1.5548 2.9694 0.0 0.2 0.1
C 0.4670 1.2718 1.9739 0.1 0.2 -0.3
O 1.0082 0.6539 0.9491 0.4 0.0 0.8
C -0.9959 1.7465 1.6093 0.0 0.0 0.2
O -1.4639 2.5137 2.7087 -0.1 0.0 -0.1
O -0.8800 2.1279 0.2933 -0.2 -0.3 0.0
C -1.1495 0.5328 4.2651 0.0 0.0 -0.1
C -2.0530 1.2815 3.2859 0.1 -0.2 0.2
C -3.3150 1.6526 3.9717 0.2 0.1 0.1
C -4.3972 1.9459 3.2663 -0.2 0.0 -0.3
C -4.4477 1.6420 1.8477 -0.1 0.2 0.2
C -3.4803 1.0209 1.1572 0.0 0.1 0.1
C -3.9147 0.3688 -0.1249 0.0 -0.2 0.1
C -2.1167 0.7366 1.7424 -0.1 -0.3 0.0
N -1.5013 -0.3783 1.0146 0.6 1.3 -1.4
C -1.3777 -1.5888 1.5240 0.1 -1.1 0.2
C -2.2491 -2.0802 2.6401 0.1 0.0 0.0
C -0.4053 -2.3648 0.9107 -0.5 0.0 0.5
C -0.0471 -3.7500 1.3457 0.0 0.0 0.0
N 0.2193 -1.6984 -0.0684 0.2 0.4 -0.6
C 1.3084 -2.1636 -0.7671 -0.2 0.2 -0.8
C 3.5940 -1.2366 -0.2230 0.1 0.3 0.2
C 4.0379 0.0503 0.4505 -0.1 0.0 0.0
C 4.5395 -1.6718 -1.3690 -0.1 -0.3 -0.1
C 3.5720 -3.2815 -2.5588 0.1 -0.3 0.2
C 2.2313 -3.8191 -2.4145 0.0 -0.1 0.1
C 1.2234 -3.3141 -1.6556 -0.3 -0.1 0.4
C -0.1259 -4.0026 -1.7878 0.0 0.1 0.0
H -0.5763 1.2492 4.8504 0.0 0.0 0.0
H -0.4413 -0.1416 3.7911 0.0 0.0 0.0
H -1.7837 -0.0552 4.9323 0.0 0.0 0.0
H -3.2930 1.7181 5.0546 0.0 0.0 -0.1
H -5.3022 2.2908 3.7542 0.0 0.0 0.0
H -5.4027 1.7810 1.3506 0.0 0.0 0.0
H -4.6674 0.9898 -0.5861 -0.2 0.1 0.0
H -4.3826 -0.5963 0.1031 0.1 0.0 0.0
H -3.1288 0.1827 -0.8409 0.1 0.1 -0.1
H -3.0013 -1.3363 2.8990 0.0 0.0 0.0
H -1.6676 -2.3057 3.5363 0.0 0.0 0.0
H -2.7607 -2.9970 2.3416 0.0 0.0 0.0
H 0.0321 -3.7970 2.4335 0.0 0.0 0.0
H 0.9062 -4.0689 0.9244 0.0 0.0 0.0
H -0.8158 -4.4658 1.0400 0.0 0.0 0.0
H 3.2929 0.4162 1.1539 0.0 0.0 0.0
H 4.2160 0.8259 -0.2946 0.0 0.0 0.0
H 4.9695 -0.1461 0.9861 0.0 0.0 -0.1
H 5.4854 -1.1370 -1.3600 0.0 0.0 0.0
H 4.0644 -3.7565 -3.4044 0.1 0.1 0.0
H 1.9682 -4.6515 -3.0588 0.0 0.1 0.0
H -0.2879 -4.2729 -2.8297 0.0 0.0 0.0
H -0.9454 -3.3535 -1.4865 0.0 0.0 0.0
H -0.1752 -4.9152 -1.1923 0.0 0.0 0.0
Te -1.3609 1.7249 -2.6827 -0.8 -0.6 -0.8
C -3.0200 3.0411 -2.6658 0.2 0.4 0.3
C -4.3527 2.6493 -2.5924 0.0 0.2 -0.2
C -5.3740 3.5667 -2.8167 0.1 0.0 0.0
C -5.0775 4.8858 -3.1338 0.0 0.0 0.0
C -3.7508 5.2834 -3.2236 0.1 0.0 0.0
C -2.7297 4.3694 -2.9868 -0.2 0.1 0.1
H -4.6057 1.6209 -2.4139 0.0 -0.2 0.0
H -6.4065 3.2396 -2.7623 0.0 0.0 0.0
H -5.8744 5.5943 -3.3244 0.0 0.0 0.0
H -3.5051 6.3066 -3.4848 0.0 0.0 0.0
H -1.6957 4.6884 -3.0621 -0.1 0.0 0.0
N 3.2873 3.9811 -0.5880 -0.1 0.0 0.0
C 2.0821 3.3740 -0.5366 0.1 0.1 0.0
N 1.1511 3.8916 0.2434 0.0 0.0 0.0
S 1.8544 2.0028 -1.5001 0.0 -0.4 -0.3
H 3.4072 4.9102 -0.2229 0.0 0.0 0.0
H 3.9580 3.6425 -1.2541 0.0 0.0 0.0
H 1.3587 4.6245 0.9008 0.0 0.0 0.0
H 0.2409 3.4233 0.2634 -0.1 0.0 0.0
```
Positions in Å, forces in eV/Å.

For the energy relative to the best compared isomer or geometry (same formula, charge and spin), the calculation gives 135.9 kcal/mol. The calculation puts the HOMO energy (spin up / spin down) at -6.4 / -6.4 eV. Its spin multiplicity is 1. The orbital gap (spin up / spin down) is 5.17 / 5.17 eV. The calculation puts the maximum force at 2.34 eV Å⁻¹.